(1)
{
  "formula": "C4H15BrMnNO3",
  "method": "the ωB97M-V functional and the def2-TZVPD basis",
  "elements": ["O", "C", "H", "H", "H", "H", "H", "H", "H", "O", "H", "H", "H", "C", "H", "H", "O", "C", "Br", "H", "C", "N", "H", "Mn", "H"],
  "positions_angstrom": [[0.14521, 1.25085, 0.54844], [0.45912, 1.37666, -0.85117], [1.89189, -1.01454, -2.99446], [-2.46462, -2.89616, 0.46039], [1.71451, -0.41347, -0.69390], [-1.10733, -0.63809, -1.50298], [-1.33020, 0.08056, 3.82015], [-0.40597, 1.65837, -1.47056], [-1.51978, -1.42489, 3.57195], [-1.25115, -0.60109, 3.13914], [1.12340, 2.18959, -1.15430], [-0.99472, 2.88987, 1.15938], [0.60373, 0.11935, -3.49698], [1.41453, -0.06123, -2.78854], [0.16379, 2.39959, 2.22818], [-1.18367, -3.53353, 1.04380], [-1.63427, -2.68210, 0.91309], [0.04442, 2.52473, 1.14084], [1.50198, -1.84572, 1.81171], [0.69754, 3.36062, 0.89853], [0.93883, 0.00510, -1.33836], [-0.20759, -0.88423, -1.08363], [2.09270, 0.79058, -2.88653], [-0.66294, -0.87094, 1.06461], [-0.02940, -1.77989, -1.53881]],
  "energy_ev": -113382.5380,
  "spin_multiplicity": 6,
  "homo_lumo_gap_ev": [8.52, 8.35],
  "homo_energy_ev": [-12.08, -12.15],
  "max_force_ev_per_a": 3.6,
  "charge": 1,
  "de_lowest_kcal_mol": 0.0
}



(2)
{
  "formula": "C3H11N2",
  "method": "the ωB97M-V functional and the def2-TZVPD basis",
  "elements": ["H", "H", "H", "H", "H", "H", "H", "H", "C", "C", "H", "N", "N", "H", "C", "H"],
  "positions_angstrom": [[-0.59042, 0.64698, -1.68439], [1.94739, -0.47059, -0.78973], [1.53746, -0.86877, 1.28234], [-0.02489, -1.56660, 1.08491], [-1.81375, 1.45545, -0.11623], [-1.73126, 1.34307, 1.49448], [-0.66984, -0.98816, -1.13092], [-1.96311, -0.22035, 0.48510], [-0.01787, 0.46323, 0.49136], [-0.06668, -0.11853, -1.07867], [0.59429, 1.38601, 0.61953], [1.31187, -0.45351, -1.50025], [-1.53282, 0.75567, 0.66432], [1.66421, -0.57336, -2.41596], [0.45701, -0.64275, 1.33459], [0.36184, -0.47051, 2.53872]],
  "energy_ev": -6261.5648,
  "homo_lumo_gap_ev": 9.09,
  "homo_energy_ev": -12.94,
  "max_force_ev_per_a": 4.5,
  "smiles": "C[C@H]([NH3+])CN",
  "charge": 1,
  "de_lowest_kcal_mol": 46.5
}



(3)
{
  "formula": "C44H33GeN4O3S2Ta",
  "method": "the ωB97M-V functional and the def2-TZVPD basis",
  "elements": ["C", "N", "H", "H", "S", "C", "H", "H", "O", "H", "C", "C", "C", "H", "H", "C", "C", "S", "H", "H", "C", "C", "C", "C", "H", "C", "O", "H", "C", "H", "C", "C", "C", "H", "C", "H", "C", "H", "C", "H", "C", "H", "C", "H", "H", "H", "N", "C", "C", "C", "C", "H", "C", "N", "C", "H", "N", "C", "H", "Ta", "C", "H", "C", "H", "C", "C", "C", "H", "H", "C", "C", "H", "C", "H", "C", "C", "C", "C", "C", "H", "H", "C", "H", "Ge", "C", "C", "O", "H"],
  "positions_angstrom": [[-3.95968, 0.79640, 2.07244], [-1.59938, -2.18760, -0.93200], [7.94257, -0.98830, -0.90421], [6.75202, -0.30593, 1.15065], [-3.60200, -2.60384, 2.35489], [-0.21296, 3.16067, -1.30698], [-3.05825, -2.54245, -2.42608], [2.26105, -1.72264, -3.03524], [2.70815, 1.13589, -0.19135], [-1.03440, 1.32839, 6.76405], [1.25661, 0.65575, 1.55047], [1.16891, -2.08900, -4.80562], [6.91180, -1.28431, -0.75574], [-0.00967, 6.44596, -0.44090], [-3.53295, -3.42392, 4.54919], [-2.31293, -2.53649, 1.16231], [0.38375, -0.27710, 6.80591], [-0.62439, -2.63961, 1.64723], [1.53520, 6.47131, -2.37219], [-1.14231, 4.37670, 0.20805], [-3.73750, 0.77464, -4.66096], [1.03639, 0.52858, 2.72242], [6.26508, -2.03614, -1.72981], [2.87283, -2.37966, -0.20586], [-0.53712, 0.35355, -3.66205], [-2.00973, 1.46881, 0.79889], [2.17536, -1.90217, 0.75153], [1.92983, 4.38891, -3.65193], [-4.28971, 1.22317, -3.46857], [4.42789, -3.01057, -2.28188], [1.51234, -0.75044, 4.74030], [0.59505, 0.20675, -0.83655], [1.04389, 5.55129, -2.07989], [1.83556, -1.83865, 6.56089], [6.24657, -0.90435, 0.40460], [-0.20511, -2.59185, -6.43806], [-2.13522, 1.02136, -2.37613], [-2.19730, 3.14993, 3.74948], [-0.32088, 0.75239, 6.19137], [-3.44553, -0.00467, 0.15904], [4.28544, -2.03844, -0.37598], [-2.15548, -2.81029, -4.92581], [-3.49192, 1.35539, -2.33811], [-4.24953, 1.77705, 3.95850], [2.02917, -1.92194, -5.43858], [1.02977, 0.31835, -1.83674], [-2.67385, -2.32832, -0.04054], [-0.44427, 4.35142, -0.61633], [1.26780, 4.38242, -2.79469], [0.64607, 3.20382, -2.40880], [-1.16808, -2.57109, -4.55226], [-5.34083, 1.48051, -3.41822], [0.16432, -0.56984, 8.20389], [0.24309, -2.13769, -2.58552], [-1.01622, -2.36910, -3.14479], [-4.84787, 0.18255, 2.16201], [-0.00897, -0.80311, 9.31573], [-3.62189, 1.68641, 3.08091], [-1.94307, 0.13445, -5.65224], [0.41384, -2.01614, -0.50830], [4.94788, -2.41747, -1.54071], [2.20331, -1.34082, 4.15284], [1.29984, -1.03401, 6.07555], [-1.90489, -2.93076, 4.05028], [-2.47049, 2.45516, 2.96435], [0.18091, 5.53543, -0.99582], [-2.80741, -3.45121, 3.73782], [-4.35859, 0.67002, -5.54220], [-0.75932, 2.92543, 1.78193], [-2.38525, 0.47052, -4.72201], [0.81142, 0.28999, 4.12049], [0.83713, 2.30524, -2.98580], [-3.16246, 0.69354, 0.93832], [6.78602, -2.31993, -2.63487], [4.92710, -1.27452, 0.59467], [-1.59396, 0.59306, -3.58800], [-0.10960, 1.03215, 4.85335], [-2.01221, -2.37129, -2.22640], [1.30303, -1.96546, -3.47242], [-3.93496, 1.73090, -1.42483], [-0.67143, 1.81961, 4.36498], [-1.66590, 2.33747, 1.83888], [-2.58230, -4.48493, 3.48719], [-0.98797, 1.40770, -0.85384], [1.60555, 0.73533, 0.11956], [-0.10670, -2.44029, -5.37083], [2.22002, -3.08843, -1.06178], [4.37989, -0.95961, 1.47346]],
  "energy_ev": -138004.7463,
  "homo_lumo_gap_ev": 5.96,
  "homo_energy_ev": -6.85,
  "max_force_ev_per_a": 1.2,
  "de_lowest_kcal_mol": 8.4
}